{"formula": "C40H90BN4O19", "method": "ωB97M-V/def2-TZVPD", "elements": ["O", "C", "O", "B", "O", "C", "O", "O", "C", "O", "C", "O", "O", "C", "C", "C", "C", "C", "C", "N", "O", "C", "C", "C", "H", "H", "H", "H", "H", "H", "H", "H", "H", "H", "H", "H", "H", "H", "H", "H", "H", "H", "H", "C", "C", "C", "C", "C", "C", "N", "O", "C", "C", "C", "H", "H", "H", "H", "H", "H", "H", "H", "H", "H", "H", "H", "H", "H", "H", "H", "H", "H", "H", "C", "C", "C", "C", "C", "C", "N", "O", "C", "C", "C", "H", "H", "H", "H", "H", "H", "H", "H", "H", "H", "H", "H", "H", "H", "H", "H", "H", "H", "H", "C", "C", "C", "C", "C", "C", "N", "O", "C", "C", "C", "H", "H", "H", "H", "H", "H", "H", "H", "H", "H", "H", "H", "H", "H", "H", "H", "H", "H", "H", "O", "H", "H", "O", "H", "H", "O", "H", "H", "O", "H", "H", "O", "H", "H", "O", "H", "H", "O", "H", "H"], "coordinates": [[-18.53, -7.95, 21.78], [-19.64, -8.10, 22.19], [-20.37, -9.19, 22.03], [-21.71, -9.02, 22.58], [-21.73, -7.62, 23.06], [-20.58, -7.03, 22.81], [-20.28, -5.90, 23.05], [-22.08, -9.95, 23.63], [-22.94, -10.85, 23.16], [-23.31, -11.83, 23.72], [-23.33, -10.39, 21.73], [-22.75, -9.23, 21.53], [-24.13, -10.96, 21.05], [-21.54, -8.14, 16.07], [-20.23, -8.23, 16.87], [-19.57, -9.60, 16.61], [-18.74, -9.69, 15.35], [-17.74, -8.54, 15.40], [-18.33, -7.15, 15.54], [-19.29, -7.15, 16.61], [-19.85, -5.87, 16.78], [-17.16, -6.23, 15.91], [-18.90, -6.72, 14.18], [-20.54, -8.20, 18.35], [-22.09, -7.24, 16.32], [-22.17, -9.03, 16.20], [-21.35, -8.09, 14.99], [-18.98, -9.92, 17.48], [-20.44, -10.27, 16.59], [-19.39, -9.60, 14.47], [-18.20, -10.63, 15.27], [-17.06, -8.57, 14.54], [-17.07, -8.77, 16.24], [-16.33, -6.32, 15.22], [-17.52, -5.20, 15.82], [-16.92, -6.33, 16.97], [-18.25, -6.98, 13.34], [-19.83, -7.25, 13.97], [-19.18, -5.67, 14.18], [-20.90, -7.19, 18.60], [-19.59, -8.29, 18.88], [-21.31, -8.89, 18.69], [-19.68, -5.66, 17.71], [-23.55, -14.83, 27.34], [-24.80, -14.64, 28.23], [-24.37, -13.99, 29.55], [-24.23, -12.48, 29.49], [-25.52, -11.93, 28.92], [-25.80, -12.40, 27.49], [-25.82, -13.85, 27.58], [-26.34, -14.51, 26.45], [-27.20, -11.89, 27.15], [-24.79, -11.73, 26.52], [-25.34, -16.03, 28.52], [-22.76, -15.37, 27.87], [-23.11, -13.85, 27.13], [-23.76, -15.26, 26.36], [-25.09, -14.24, 30.34], [-23.43, -14.46, 29.86], [-23.36, -12.19, 28.89], [-24.06, -12.05, 30.48], [-25.64, -10.85, 29.03], [-26.28, -12.41, 29.56], [-28.01, -12.47, 27.62], [-27.41, -10.86, 27.44], [-27.44, -11.99, 26.08], [-25.24, -11.35, 25.60], [-24.26, -10.90, 26.99], [-24.08, -12.47, 26.15], [-26.23, -15.98, 29.17], [-24.57, -16.65, 28.97], [-25.73, -16.57, 27.65], [-25.71, -14.37, 25.71], [-19.79, -16.56, 19.80], [-19.29, -15.54, 20.84], [-17.82, -15.25, 20.59], [-17.51, -14.20, 19.52], [-18.40, -12.95, 19.70], [-19.88, -13.29, 19.81], [-20.06, -14.29, 20.82], [-21.45, -14.55, 21.01], [-20.52, -12.00, 20.29], [-20.42, -13.62, 18.41], [-19.43, -16.11, 22.25], [-19.78, -16.15, 18.79], [-20.83, -16.85, 19.97], [-19.15, -17.44, 19.88], [-17.33, -14.92, 21.51], [-17.30, -16.18, 20.35], [-17.69, -14.64, 18.53], [-16.48, -13.86, 19.54], [-18.30, -12.30, 18.83], [-17.97, -12.44, 20.56], [-20.55, -11.21, 19.54], [-21.56, -12.21, 20.56], [-20.05, -11.69, 21.22], [-20.91, -12.77, 17.92], [-19.62, -13.91, 17.72], [-21.16, -14.42, 18.46], [-18.85, -17.03, 22.37], [-20.44, -16.53, 22.37], [-19.13, -15.35, 22.96], [-21.59, -14.46, 21.96], [-20.58, -12.55, 26.44], [-19.31, -11.73, 26.32], [-19.12, -11.24, 24.89], [-18.02, -10.21, 24.72], [-18.23, -9.02, 25.69], [-18.46, -9.41, 27.15], [-19.37, -10.57, 27.21], [-19.67, -10.94, 28.55], [-17.12, -9.65, 27.87], [-19.16, -8.25, 27.86], [-18.12, -12.63, 26.71], [-21.51, -11.97, 26.40], [-20.62, -13.07, 27.40], [-20.64, -13.25, 25.60], [-18.91, -12.12, 24.27], [-20.07, -10.91, 24.47], [-18.02, -9.77, 23.72], [-17.04, -10.66, 24.84], [-19.08, -8.44, 25.33], [-17.24, -8.55, 25.57], [-16.49, -10.40, 27.38], [-16.52, -8.73, 27.87], [-17.27, -10.01, 28.88], [-19.55, -8.50, 28.84], [-18.47, -7.40, 27.85], [-19.99, -7.91, 27.24], [-17.15, -12.19, 26.49], [-18.16, -13.62, 26.25], [-18.11, -12.86, 27.78], [-18.92, -11.46, 28.88], [-18.59, -5.86, 19.62], [-18.67, -6.70, 20.07], [-17.69, -5.58, 19.86], [-23.58, -11.28, 17.99], [-23.74, -11.25, 18.94], [-24.21, -10.65, 17.63], [-16.20, -5.46, 21.57], [-15.69, -4.89, 22.16], [-16.57, -6.15, 22.13], [-19.45, -4.13, 25.30], [-18.68, -4.22, 24.73], [-20.19, -4.32, 24.72], [-24.55, -6.71, 23.18], [-23.98, -7.39, 23.56], [-24.06, -5.88, 23.33], [-25.42, -13.86, 23.81], [-24.75, -13.20, 23.56], [-25.99, -13.95, 23.04], [-22.92, -4.44, 23.41], [-23.08, -3.99, 22.57], [-22.16, -5.02, 23.23]], "lumo_energy_ha": 0.0712, "homo_lumo_gap_ha": 0.294, "total_energy_ha": -3251.7481, "relative_energy_kcal_mol": 0.0, "total_charge": -1}